[1]
A structure of composition C38H30BClF9N10O7SY, computed with ωB97M-V/def2-TZVPD.

Computed properties:
* highest occupied orbital energy (spin up / spin down): -6.3 / -6.1 eV
* LUMO energy (spin up / spin down): 2.284 / 0.777 eV
* gap between HOMO and LUMO (spin up / spin down): 8.6292 / 6.8665 eV
* expectation value of S²: 0.75
* energy relative to the best compared isomer or geometry (same formula, charge and spin): 0.00 kJ/mol
* energy: -4361.2644 Ha
* max |F|: 0.24 eV Å⁻¹

ORCA input file:
```
! RIJCOSX wB97M-V def2-TZVPD def2/J DEFGRID3
* xyz -1 2
H -1.383 -4.773 3.421
H 3.034 2.663 -0.976
O -2.875 -0.171 -0.684
C 1.409 2.425 1.678
H -0.703 -2.448 3.991
O 1.999 3.406 2.139
C 2.139 0.711 3.591
Cl 2.326 -1.799 4.821
F -4.323 1.111 2.598
C -1.571 -2.982 -1.228
O -1.946 -0.881 1.184
C 4.598 0.027 -4.670
C 1.265 -1.852 -3.236
H 4.699 1.858 1.023
C -5.216 -1.539 -0.237
H -2.723 2.713 -1.430
F -1.505 4.661 1.161
C -4.242 2.311 1.999
C -2.051 2.517 3.277
H 5.576 -1.325 1.042
C -0.680 -4.241 2.793
H 0.281 -3.823 -3.351
C -0.307 -2.948 3.118
C 3.618 0.295 -5.654
H -7.209 -2.230 -0.658
C 0.063 3.701 -3.237
N 1.032 -0.971 2.659
N 4.094 0.160 -3.456
C 2.486 0.584 -4.935
C -6.395 -2.235 0.055
S -5.051 -0.689 -1.747
H 4.012 -2.092 1.322
H 2.060 -1.827 -3.962
C 0.372 -2.846 -2.908
C -2.708 4.300 1.595
H -1.535 -4.049 -1.447
C 0.722 -4.162 0.837
H 3.729 0.278 -6.726
N 2.993 -0.538 -0.457
C 4.069 1.248 0.396
H 1.109 -4.623 -0.063
Y -0.719 0.744 0.019
N 0.889 1.748 -2.609
H -2.512 -2.586 -1.615
O 3.221 2.740 4.256
F -4.776 2.183 0.784
F -1.744 1.223 3.417
C -0.158 -4.851 1.658
H 2.152 3.049 -3.680
F -3.006 5.057 2.666
C 6.035 -0.337 -4.858
O 3.491 0.930 5.504
H 1.487 0.832 -5.256
H 1.767 -2.298 0.503
H -3.489 -2.229 2.595
H -7.441 -3.452 1.458
C 0.589 -2.284 2.297
C -0.904 2.967 -2.538
C 1.178 2.893 -3.249
C -2.751 2.770 1.901
H 6.466 -0.614 -3.897
H -2.386 4.374 -1.918
F -3.594 4.611 0.630
H -5.597 -3.474 3.113
F -0.900 3.202 3.352
N 2.591 0.592 -1.102
O 0.733 2.379 0.612
C 1.829 -0.634 3.694
H -0.043 4.682 -3.666
H 6.146 -1.175 -5.547
H 6.607 0.501 -5.261
C -4.319 -2.252 1.900
N 0.005 -1.068 -1.591
C 1.482 1.106 2.409
C 3.885 -0.152 0.437
N -0.394 1.799 -2.154
N 0.829 0.091 1.861
C -2.319 3.332 -2.230
O -2.135 2.093 0.932
H 4.564 -0.776 2.374
C -6.520 -2.922 1.248
F -5.017 3.160 2.697
H -2.947 3.199 -3.113
H -1.555 -2.859 -0.148
H 2.743 3.039 3.413
C -0.410 -2.307 -1.880
F -2.804 2.871 4.330
C 1.100 -2.863 1.147
C 3.008 1.471 4.536
C 4.544 -1.141 1.345
C -2.935 -0.827 0.399
N 1.020 -0.795 -2.453
C 3.244 1.670 -0.611
N 2.796 0.506 -3.619
C -5.484 -2.937 2.180
B 1.831 0.514 -2.422
H -0.453 -5.862 1.408
C -4.182 -1.557 0.703
*
```



[2]
The molecule C3H6N2S in a non-equilibrium geometry, computed with ωB97M-V/def2-TZVPD.

Computed properties:
* highest occupied orbital energy: -8.9 eV
* LUMO energy: -1.059 eV
* gap between HOMO and LUMO: 7.8567 eV
* SMILES string: C/N=C(/N)C=S
* energy relative to the best compared isomer or geometry (same formula, charge and spin): 136.95 kJ/mol
* energy: -625.5698 Ha
* max |F|: 1.76 eV Å⁻¹

ORCA input file:
```
! RIJCOSX wB97M-V def2-TZVPD def2/J DEFGRID3
* xyz 0 1
S 0.683 -2.036 0.112
H -2.433 0.347 -0.878
C -0.532 0.424 -0.183
C 0.628 -0.439 0.212
H -1.584 -1.177 -0.849
C 0.542 2.444 0.517
H 1.504 0.110 0.611
H 0.378 3.536 0.373
H 0.702 2.429 1.636
N -0.559 1.685 0.025
N -1.559 -0.176 -0.872
H 1.492 2.186 -0.028
*
```



[3]
A structure of composition C4H10N5 in a non-equilibrium geometry, computed with ωB97M-V/def2-TZVPD.

Computed properties:
* highest occupied orbital energy: -12.6 eV
* LUMO energy: -3.930 eV
* gap between HOMO and LUMO: 8.6607 eV
* energy relative to the best compared isomer or geometry (same formula, charge and spin): 378.48 kJ/mol
* energy: -431.8800 Ha
* max |F|: 3.29 eV Å⁻¹

ORCA input file:
```
! RIJCOSX wB97M-V def2-TZVPD def2/J DEFGRID3
* xyz 1 1
C -1.448 0.220 -0.174
H 2.648 -0.844 1.282
H -3.306 0.920 0.607
H 3.658 0.436 0.583
N -0.159 0.474 -0.376
N 0.224 -1.917 0.312
H -2.798 -1.317 -0.027
C -2.403 1.307 0.140
H 0.511 -0.972 -1.732
N -0.941 -1.976 0.397
N 2.091 -0.170 -0.643
H 0.218 1.378 -0.106
N -1.823 -1.075 -0.176
C 2.638 0.073 0.685
C 0.778 -0.493 -0.792
H 2.711 -0.732 -1.212
H -1.959 2.051 0.798
H -2.694 1.814 -0.782
H 2.055 0.821 1.215
*
```



[4]
A cluster of 9 separate species, C21H48O9 in total, computed with ωB97M-V/def2-TZVPD.

Computed properties:
* highest occupied orbital energy: -9.4 eV
* LUMO energy: 0.541 eV
* gap between HOMO and LUMO: 9.9554 eV
* SMILES string: CC(C)=O.CC(C)=O.CC(C)=O.CC(C)=O.CC(C)=O.CC(C)=O.CO.CO.CO
* energy relative to the best compared isomer or geometry (same formula, charge and spin): 0.00 kJ/mol
* energy: -1506.0494 Ha
* max |F|: 0.70 eV Å⁻¹

ORCA input file:
```
! RIJCOSX wB97M-V def2-TZVPD def2/J DEFGRID3
* xyz 0 1
H 1.143 -4.706 -1.589
C -0.122 1.711 -5.638
H -5.499 0.055 -1.933
O 1.979 1.063 2.760
H -0.477 -4.351 -0.938
O -2.870 1.413 2.706
C 2.815 0.615 3.504
H 2.604 0.613 -0.410
C -5.090 -0.379 -2.844
C -2.565 -3.931 1.050
C 3.617 0.985 -0.269
H -1.171 -2.492 1.790
H 0.625 -2.044 -2.990
H -2.655 -1.933 -4.129
C 3.703 2.440 -0.652
H -3.013 -3.055 -2.842
C 0.792 1.304 -3.281
O 3.134 2.857 -1.635
O 1.326 4.775 4.332
H -2.987 -4.562 -0.940
H -0.920 -2.306 -2.168
H -3.839 -3.074 -0.490
C -0.397 1.316 -4.204
H -2.515 -1.747 0.923
C 0.099 -1.962 -2.032
O -2.117 -4.925 1.567
O -1.677 0.828 0.215
C -0.333 0.535 0.558
H 0.295 2.717 -5.675
H 4.262 2.144 3.048
H 4.225 1.664 4.754
C 2.581 -0.656 4.270
H -4.284 -2.627 -4.053
O -1.513 1.073 -3.819
H 0.630 1.030 -6.048
C 1.294 4.303 3.000
H -4.870 0.463 -3.510
H 1.173 5.107 2.267
H 3.332 -1.404 4.004
H -2.493 1.120 1.861
H 4.968 0.599 3.558
H -0.011 1.184 1.365
H -1.661 -0.005 3.651
H 0.904 -4.478 0.175
C 4.512 3.368 0.232
H 1.350 2.233 -3.390
H 5.537 2.998 0.307
C -3.502 -4.043 -0.128
C -1.961 1.046 3.729
H 0.374 0.669 -0.272
H 3.941 0.785 0.751
O -3.057 -0.752 -1.693
H -0.230 -0.523 0.822
H 1.598 -1.071 4.041
H 4.082 3.404 1.233
H 2.223 3.770 2.817
H -4.377 -4.638 0.134
O 1.690 -2.134 -0.274
H 0.439 1.249 -2.255
H 4.268 0.421 -0.946
H -2.738 -2.419 2.561
H -1.039 1.665 -6.216
H 2.621 -0.492 5.348
C 0.882 -2.692 -0.974
H 0.081 -0.902 -1.790
H 0.493 3.572 2.835
H 4.503 4.358 -0.215
H -1.929 0.231 -0.505
C 4.148 1.301 3.728
C -2.246 -2.560 1.598
H -2.455 1.212 4.683
H 0.456 5.116 4.555
C -3.451 -2.273 -3.457
H -5.815 -1.024 -3.333
H 1.441 0.459 -3.511
C 0.589 -4.169 -0.818
H -1.048 1.657 3.706
C -3.803 -1.099 -2.574
*
```